Density functional theory data (the ωB97M-V functional and the def2-TZVPD basis) for a 2-piece molecular cluster, C4H12N2O overall.

Last columns: bonded neighbours and bond lengths (Å).
Cartesian coordinates (Å):
1 O -1.885 -1.287 -0.393  N3 1.395, H10 0.966
2 N -0.480 1.460 1.456  C7 1.453, H17 1.110, H18 1.018
3 N -0.533 -1.086 -0.113  O1 1.395, C5 1.295
4 C 1.621 -0.420 -0.802  C5 1.504, H9 1.090, H11 1.090, H12 1.087
5 C 0.130 -0.411 -0.998  N3 1.295, C4 1.504, C6 1.504
6 C -0.346 -0.201 -2.409  C5 1.504, H8 1.089, H15 1.090, H16 1.087
7 C 0.066 0.834 2.649  N2 1.453, H13 1.099, H14 1.093, H19 1.090
8 H 0.225 -0.810 -3.108  C6 1.089
9 H 2.034 0.532 -1.134  C4 1.090
10 H -2.233 -1.664 0.426  O1 0.966
11 H 2.087 -1.211 -1.390  C4 1.090
12 H 1.858 -0.562 0.249  C4 1.087
13 H -0.024 -0.261 2.631  C7 1.099
14 H -0.471 1.202 3.527  C7 1.093
15 H -0.218 0.848 -2.678  C6 1.090
16 H -1.397 -0.449 -2.531  C6 1.087
17 H -0.077 1.132 0.475  N2 1.110
18 H -1.473 1.247 1.396  N2 1.018
19 H 1.117 1.107 2.747  C7 1.090

Strongest force on any atom: 3.7 eV/Å
E_HOMO: -8.60 eV
Gap between HOMO and LUMO: 9.402 eV
SMILES string: CC(C)=NO.CN
ΔE to the lowest compared entry with this formula, charge and spin: 73.8 kcal/mol
Total charge: 0